# 1
C30H75KO20P5 | ωB97M-V/def2-TZVPD

CARTESIAN COORDINATES (ANGSTROEM)
K: -0.2810 -1.3143 -0.1022
C: 0.6098 -5.0746 -6.1198
C: -0.6040 -5.4602 -5.3143
O: -0.4582 -4.9159 -3.9723
P: -1.2724 -3.6315 -3.5038
O: -0.9749 -3.1156 -2.1683
O: -2.7667 -4.0638 -3.6943
C: -3.8595 -3.2790 -3.1913
C: -4.1974 -3.5762 -1.7483
O: -1.1329 -2.6191 -4.7648
C: -0.1068 -1.6521 -4.8536
C: -0.3237 -0.5218 -3.8404
H: 1.5504 -5.2104 -5.5895
H: 0.7025 -5.7551 -6.9752
H: 0.5508 -4.0786 -6.5595
H: -1.5617 -5.1741 -5.7419
H: -0.5407 -6.5324 -5.1201
H: -3.5326 -2.2305 -3.2025
H: -4.7257 -3.2781 -3.8500
H: -4.3031 -4.6194 -1.4617
H: -3.4195 -3.1653 -1.0986
H: -5.0251 -2.9047 -1.4975
H: 0.9124 -2.0403 -4.8697
H: -0.2435 -1.0985 -5.7889
H: 0.1705 0.4211 -4.0777
H: -1.3867 -0.3484 -3.6788
H: 0.0994 -0.8116 -2.8798
C: 4.4199 3.7136 -1.8166
C: 3.1606 4.0178 -1.0148
O: 2.3410 2.8946 -0.6470
P: 1.4628 2.1133 -1.7495
O: 0.6377 1.0448 -1.1760
O: 0.7164 3.2631 -2.5724
C: 0.0563 4.3958 -1.9657
C: -0.1071 5.4430 -3.0337
O: 2.5192 1.5804 -2.7815
C: 3.1330 0.3063 -2.5734
C: 3.6417 -0.1721 -3.9115
H: 5.0565 4.5914 -1.7214
H: 4.8511 2.8405 -1.3242
H: 4.2187 3.5198 -2.8660
H: 3.4402 4.4037 -0.0291
H: 2.5839 4.8372 -1.4528
H: -0.8970 4.0049 -1.6094
H: 0.5245 4.6969 -1.0242
H: -0.8853 6.1844 -2.8731
H: 0.7909 5.9851 -3.3351
H: -0.3321 4.8397 -3.9186
H: 3.9486 0.4158 -1.8665
H: 2.4854 -0.4695 -2.1615
H: 2.8719 -0.2909 -4.6695
H: 4.4029 0.5359 -4.2618
H: 4.2571 -1.0747 -3.8655
C: -3.9199 1.8927 5.2236
C: -2.5858 2.1639 4.5849
O: -1.8969 0.8771 4.4910
P: -0.6496 0.6827 3.4891
O: -0.9598 -0.0220 2.2391
O: -0.1860 2.2012 3.3142
C: 0.8051 2.6154 2.3760
C: 1.1860 4.0706 2.5665
O: 0.4196 -0.0849 4.3872
C: 0.7830 0.4505 5.6649
C: 0.1060 -0.2716 6.8081
H: -4.4696 2.8179 5.3893
H: -4.4923 1.2516 4.5512
H: -3.8803 1.3016 6.1388
H: -2.7386 2.6686 3.6300
H: -1.8842 2.7603 5.1689
H: 1.6804 1.9821 2.5528
H: 0.5143 2.5025 1.3274
H: 1.7189 4.1527 3.5175
H: 1.8912 4.3477 1.7860
H: 0.2953 4.6956 2.6062
H: 1.8614 0.2934 5.7549
H: 0.6583 1.5369 5.6979
H: 0.5596 -1.2538 6.9306
H: 0.2972 0.2302 7.7636
H: -0.9826 -0.2592 6.7859
C: 4.2835 0.1025 4.3635
C: 3.7319 -0.1611 2.9655
O: 4.3048 -1.3660 2.4852
P: 3.7396 -2.1074 1.1880
O: 2.2792 -1.9952 1.0176
O: 4.1655 -3.6341 1.3720
C: 3.3733 -4.4548 2.2405
C: 3.9671 -5.8629 2.2017
O: 4.5715 -1.4883 0.0116
C: 6.0156 -1.4229 0.1115
C: 6.5084 -0.0140 -0.1197
H: 5.3763 0.0774 4.3718
H: 4.0433 1.1072 4.7112
H: 3.9420 -0.6903 5.0267
H: 2.6458 -0.2221 3.0813
H: 3.9523 0.6621 2.2789
H: 3.3278 -4.0966 3.2699
H: 2.3504 -4.4580 1.8612
H: 4.8659 -5.8694 2.8187
H: 3.2400 -6.6056 2.5236
H: 4.2963 -6.1605 1.2061
H: 6.3696 -1.8305 1.0565
H: 6.4339 -2.0336 -0.6885
H: 5.8302 0.7108 0.3519
H: 7.4445 0.2735 0.3563
H: 6.4998 0.2311 -1.1811
C: -5.0847 -2.0673 2.3206
C: -4.7386 -0.6777 1.8573
O: -5.0876 -0.5330 0.4696
P: -4.1080 0.2728 -0.5124
O: -2.8353 -0.4252 -0.7582
O: -3.9352 1.6989 0.1531
C: -3.1094 2.7352 -0.3807
C: -2.9439 3.8663 0.6200
O: -4.9693 0.6019 -1.8292
C: -6.2836 1.1734 -1.6935
C: -7.3309 0.0773 -1.6843
H: -4.3146 -2.7076 1.8811
H: -5.1294 -2.0584 3.4052
H: -6.0042 -2.3760 1.8249
H: -5.3104 0.0730 2.4184
H: -3.7112 -0.3593 2.0621
H: -2.1167 2.3778 -0.6610
H: -3.6319 3.0566 -1.2855
H: -3.7560 3.9995 1.3358
H: -2.1247 3.6077 1.3003
H: -2.7326 4.7800 0.0702
H: -6.3965 1.8455 -0.8403
H: -6.4531 1.7879 -2.5799
H: -7.3144 -0.4892 -0.7571
H: -8.2897 0.5083 -1.9825
H: -7.1556 -0.6343 -2.4959

Output
Charge: +1
Relative energy (zero: lowest compared OMol25 entry of this formula, charge and spin) (eV): 1.303
HOMO energy (eV): -12.32
Lowest unoccupied orbital energy (hartree): -0.0512
2S+1: 1
Frontier orbital gap (eV): 10.9



# 2
CH2ClNO2 | ωB97M-V/def2-TZVPD

CARTESIAN COORDINATES (ANGSTROEM)
C: 1.0864 -0.0686 -0.0227
N: -1.2615 0.3302 0.0471
O: -1.6049 1.4589 0.1578
O: -1.7866 -0.7181 -0.0924
Cl: 0.7882 -1.7296 -0.0972
H: 1.3961 0.4118 -0.9299
H: 1.3823 0.3154 0.9373

Output
Charge: 0
Relative energy (zero: lowest compared OMol25 entry of this formula, charge and spin) (eV): 4.660
HOMO energy (spin up / spin down) (eV): -9.54 / -8.92
Lowest unoccupied orbital energy (spin up / spin down) (hartree): -0.0164 / -0.0316
2S+1: 1
Frontier orbital gap (spin up / spin down) (eV): 9.1 / 8.1



# 3
C4H7ClS | ωB97M-V/def2-TZVPD

CARTESIAN COORDINATES (ANGSTROEM)
C: 0.2466 1.5955 0.7971
C: 0.7334 -0.0037 -0.0237
Cl: 2.3525 -0.4309 0.3789
C: 0.0512 -0.2823 -1.3582
C: -0.1750 -1.1663 -0.0607
S: -1.9487 -0.8994 0.4780
H: 1.0584 2.1637 1.2924
H: -0.6056 1.3568 1.5089
H: -0.0260 2.1980 -0.1044
H: 0.7252 -0.7713 -2.2023
H: -0.7457 0.3879 -1.7317
H: 0.2263 -2.0927 0.0210
H: -1.8924 -2.0553 1.0046

Output
Charge: 0
Relative energy (zero: lowest compared OMol25 entry of this formula, charge and spin) (eV): 2.285
SMILES: C[C@]1(Cl)C[C@@H]1S
HOMO energy (eV): -8.95
Lowest unoccupied orbital energy (hartree): 0.0284
2S+1: 1
Frontier orbital gap (eV): 9.7



# 4
C35H24N4O7PSV | ωB97M-V/def2-TZVPD

CARTESIAN COORDINATES (ANGSTROEM)
V: 0.9336 -0.4929 -0.3058
O: 4.0013 0.1556 -0.4513
C: 3.0136 0.6834 -0.8907
O: 2.1019 -0.0357 -1.5954
C: 2.6059 2.0893 -0.6713
C: 3.5299 3.1015 -0.8333
C: 3.1184 4.4132 -0.6813
C: 1.8095 4.7268 -0.3760
C: 0.8882 3.7137 -0.1910
C: 1.2644 2.3448 -0.2797
O: 0.4454 1.3701 -0.0139
N: -0.4915 4.1092 0.1004
O: -0.6976 5.2902 0.2916
O: -1.3519 3.2507 0.1199
N: 4.0936 5.4913 -0.8665
O: 3.6990 6.6289 -0.7328
O: 5.2410 5.1664 -1.0939
H: 4.5572 2.8818 -1.0895
H: 1.5023 5.7580 -0.2819
C: -4.5547 1.8422 1.0749
C: -4.5375 1.7719 -0.3111
C: -3.5873 0.9983 -0.9563
C: -2.6534 0.2867 -0.2055
C: -2.6759 0.3555 1.1860
C: -3.6273 1.1312 1.8238
P: -1.3916 -0.7050 -1.0015
C: -1.1697 -0.1377 -2.6944
C: -0.9849 -1.0495 -3.7318
C: -0.7070 -0.5857 -5.0087
C: -0.6159 0.7776 -5.2477
C: -0.8099 1.6882 -4.2143
C: -1.0810 1.2369 -2.9355
C: -1.7224 -2.4646 -1.0002
C: -2.9130 -3.0811 -1.2917
C: -2.9497 -4.4838 -1.3915
C: -1.8075 -5.2250 -1.2284
C: -0.5709 -4.6112 -0.9236
C: 0.6390 -5.3284 -0.7498
C: 1.7962 -4.6699 -0.4380
C: 1.7997 -3.2691 -0.2460
C: 0.6542 -2.5313 -0.4149
C: -0.5385 -3.2044 -0.7796
H: -5.2897 2.4591 1.5744
H: -5.2596 2.3281 -0.8932
H: -3.5690 0.9564 -2.0383
H: -1.9440 -0.1850 1.7748
H: -3.6388 1.1911 2.9039
H: -1.0570 -2.1138 -3.5457
H: -0.5640 -1.2912 -5.8162
H: -0.4012 1.1355 -6.2460
H: -0.7524 2.7510 -4.4088
H: -1.2428 1.9383 -2.1254
H: -3.8137 -2.5011 -1.4539
H: -3.8870 -4.9741 -1.6168
H: -1.8423 -6.3034 -1.3268
H: 0.6331 -6.4051 -0.8667
H: 2.7193 -5.2204 -0.3141
H: 2.7368 -2.7939 0.0342
N: 2.3003 -0.4332 6.6776
C: 1.1461 -0.6968 6.0503
S: -0.2714 -0.9353 6.8506
C: 1.2054 -0.7276 4.5649
C: 2.1480 0.0037 3.8450
C: 2.1232 -0.0294 2.4650
N: 1.2433 -0.7700 1.7836
C: 0.3447 -1.4924 2.4688
C: 0.2812 -1.4827 3.8428
H: 2.3035 -0.4061 7.6844
H: 3.1872 -0.4320 6.2041
H: 2.8729 0.6464 4.3244
H: 2.8291 0.5526 1.8849
H: -0.3271 -2.1011 1.8786
H: -0.4695 -2.0556 4.3673

Output
Charge: +1
Relative energy (zero: lowest compared OMol25 entry of this formula, charge and spin) (eV): 0.200
HOMO energy (spin up / spin down) (eV): -11.37 / -11.37
Lowest unoccupied orbital energy (spin up / spin down) (hartree): -0.1721 / -0.1563
2S+1: 2
Frontier orbital gap (spin up / spin down) (eV): 6.7 / 7.1



# 5
C41H62IN2O18 | ωB97M-V/def2-TZVPD

CARTESIAN COORDINATES (ANGSTROEM)
C: 0.2298 5.3872 -2.4931
C: -0.7846 5.1855 -3.6340
C: -1.9992 4.3842 -3.1779
I: -3.6564 4.6064 -4.5260
C: -1.7152 2.9445 -2.9624
C: -0.5631 2.2617 -3.1861
N: -0.7799 0.9472 -2.8015
C: 0.2143 -0.1212 -2.8360
O: 1.3943 0.2958 -2.1951
C: 2.3698 0.7735 -3.0216
C: 3.6986 0.9400 -2.3586
O: 2.1719 1.0786 -4.1681
C: -2.0246 0.8343 -2.3615
N: -2.6085 2.0169 -2.4573
H: 1.2363 5.5116 -2.8939
H: 0.2775 4.5063 -1.8471
H: -0.0372 6.2245 -1.8623
H: -0.3089 4.7404 -4.5092
H: -1.1553 6.1674 -3.9243
H: -2.3192 4.8036 -2.2222
H: 0.3710 2.6344 -3.5616
H: -0.1855 -0.9434 -2.2436
H: 0.3789 -0.4774 -3.8493
H: 3.5691 1.7257 -1.6055
H: 4.0060 0.0555 -1.8054
H: 4.4470 1.2870 -3.0595
H: -2.4849 -0.0621 -1.9697
H: -3.5516 2.2490 -2.1781
O: 7.0013 -0.1743 -1.2336
C: 6.7272 -1.3358 -1.3417
O: 6.0780 -1.8395 -2.4238
C: 5.7877 -3.2409 -2.2073
C: 6.7877 -3.6985 -1.1584
C: 6.9815 -2.4341 -0.3311
H: 4.7529 -3.3285 -1.8666
H: 5.8922 -3.7715 -3.1507
H: 6.4429 -4.5579 -0.5870
H: 7.7287 -3.9627 -1.6362
H: 6.2432 -2.3460 0.4686
H: 7.9842 -2.3474 0.0779
O: -4.0261 -0.9488 -0.6648
C: -4.1798 -0.5039 0.4469
O: -5.3683 -0.5321 1.0635
C: -5.2835 0.1497 2.3373
C: -3.8112 0.1248 2.7059
C: -3.1500 0.1684 1.3285
H: -5.6690 1.1632 2.2099
H: -5.9044 -0.3744 3.0580
H: -3.5270 0.9279 3.3725
H: -3.5685 -0.8156 3.1970
H: -3.0049 1.1957 0.9788
H: -2.2108 -0.3775 1.3030
O: -1.5556 -2.5064 1.9697
C: -2.1788 -3.5256 2.0991
O: -1.5836 -4.7009 2.3713
C: -2.5535 -5.7680 2.3648
C: -3.8927 -5.0874 2.6134
C: -3.6765 -3.7256 1.9560
H: -2.5111 -6.2619 1.3925
H: -2.2883 -6.4863 3.1357
H: -4.7367 -5.6467 2.2168
H: -4.0495 -4.9576 3.6849
H: -3.9231 -3.7346 0.8924
H: -4.2215 -2.9265 2.4515
O: -4.6127 0.2201 5.4564
C: -3.8240 0.3873 6.3440
O: -2.6036 0.9262 6.1279
C: -1.8297 0.9075 7.3453
C: -2.8569 0.8257 8.4665
C: -3.9787 0.0257 7.8064
H: -1.1712 0.0376 7.3182
H: -1.2218 1.8076 7.3872
H: -2.4623 0.3763 9.3746
H: -3.2154 1.8256 8.7138
H: -3.8349 -1.0508 7.9117
H: -4.9665 0.3004 8.1647
O: 2.7708 -4.5713 -7.0415
C: 3.0128 -3.4702 -6.6538
O: 3.8200 -3.2303 -5.5847
C: 3.8452 -1.8262 -5.2851
C: 3.4319 -1.1319 -6.5720
C: 2.4768 -2.1534 -7.1867
H: 3.1392 -1.6345 -4.4707
H: 4.8432 -1.5509 -4.9509
H: 2.9859 -0.1548 -6.3970
H: 4.2912 -0.9965 -7.2298
H: 1.4532 -2.0336 -6.8267
H: 2.4861 -2.1439 -8.2725
O: 9.9205 -3.3402 -2.3192
C: 10.3510 -2.4051 -2.9329
O: 11.5869 -1.9078 -2.7237
C: 11.7914 -0.7259 -3.5188
C: 10.7880 -0.8355 -4.6597
C: 9.6373 -1.5857 -3.9915
H: 11.6101 0.1468 -2.8883
H: 12.8240 -0.7068 -3.8574
H: 10.5104 0.1294 -5.0785
H: 11.2062 -1.4438 -5.4627
H: 8.9389 -0.9105 -3.4921
H: 9.0972 -2.2346 -4.6756
O: -2.5217 4.9588 -0.0134
C: -1.6643 5.2550 0.7748
O: -0.5828 5.9807 0.4248
C: 0.3301 6.0748 1.5406
C: -0.5259 5.8274 2.7750
C: -1.5812 4.8646 2.2353
H: 1.1073 5.3190 1.4115
H: 0.7902 7.0591 1.5320
H: 0.0427 5.4407 3.6175
H: -1.0015 6.7572 3.0880
H: -1.2569 3.8238 2.2965
H: -2.5494 4.9762 2.7151
O: -8.8329 -3.5361 5.6293
C: -9.1796 -2.4898 5.1688
O: -10.4791 -2.1735 4.9583
C: -10.5840 -0.9007 4.3004
C: -9.2760 -0.1821 4.6095
C: -8.2934 -1.3479 4.7047
H: -10.7180 -1.0764 3.2308
H: -11.4581 -0.3797 4.6827
H: -9.0136 0.5667 3.8642
H: -9.3468 0.3171 5.5767
H: -7.8759 -1.6118 3.7312
H: -7.4928 -1.1650 5.4166

Output
Charge: +1
HOMO energy (eV): -11.58
Lowest unoccupied orbital energy (hartree): -0.0779
2S+1: 1
Frontier orbital gap (eV): 9.5



# 6
C15H30O15 | ωB97M-V/def2-TZVPD

CARTESIAN COORDINATES (ANGSTROEM)
C: -3.3131 -5.7302 2.0699
O: -2.5594 -6.2307 1.0083
C: -1.3463 -5.6334 0.6419
O: -0.7052 -4.9442 1.4506
O: -0.7669 -6.1048 -0.4784
C: 0.3486 -5.5656 -0.9676
H: -3.6649 -4.6487 1.7675
H: -2.8644 -5.6496 3.0230
H: -4.0892 -6.4681 2.3358
H: 0.6752 -5.9437 -1.7664
H: 1.3139 -5.7810 -0.2010
H: 0.2413 -4.5733 -1.0754
C: 2.0856 6.5421 0.8316
O: 1.0571 7.3888 0.5891
C: -0.2552 7.1451 0.4931
O: -0.7493 5.9841 0.4067
O: -0.8931 8.2407 0.5730
C: -2.4078 8.1593 0.5782
H: 2.8923 6.7927 0.1562
H: 1.9912 5.4208 0.5262
H: 2.2592 6.5958 1.9397
H: -2.9332 9.2164 0.3536
H: -2.8003 7.7844 1.5010
H: -2.8808 7.6715 -0.2717
C: 4.1994 1.9625 -4.7483
O: 3.7104 1.0073 -3.7881
C: 4.2380 0.9613 -2.5083
O: 5.3627 1.5025 -2.3413
O: 3.6394 0.2559 -1.6681
C: 4.2727 -0.1770 -0.5542
H: 5.2386 1.7907 -4.9595
H: 3.9913 2.9293 -4.4385
H: 3.5180 2.1904 -5.5207
H: 5.0793 -0.9188 -0.5774
H: 3.6195 -0.6474 0.1274
H: 4.7817 0.6449 0.1793
C: 0.1397 -1.8534 2.9211
O: 1.2747 -1.2438 2.2829
C: 1.0053 0.1497 1.9676
O: -0.0879 0.6515 2.1218
O: 2.0572 0.8502 1.4729
C: 1.8561 2.3065 1.2321
H: 0.4695 -2.8510 3.0629
H: -0.6257 -2.0973 2.0508
H: -0.1592 -1.4043 3.8137
H: 2.8771 2.7390 0.7148
H: 1.7263 2.7175 2.2405
H: 0.9850 2.6133 0.7097
C: -2.7391 -0.8325 0.2617
O: -3.8784 -1.6269 -0.1130
C: -3.7083 -2.6681 -0.8580
O: -2.6444 -3.0500 -1.3309
O: -4.8376 -3.4682 -1.0649
C: -4.7647 -4.8506 -1.5598
H: -1.7865 -1.3376 -0.0087
H: -2.5704 -0.5189 1.2172
H: -2.5902 0.0293 -0.4888
H: -4.5406 -5.4642 -0.7686
H: -4.0541 -4.8821 -2.5290
H: -5.6898 -5.0778 -2.0350

Output
Charge: 0
Relative energy (zero: lowest compared OMol25 entry of this formula, charge and spin) (eV): 7.869
SMILES: COC(=O)OC.COC(=O)OC.COC(=O)OC.COC(=O)OC.COC(=O)OC
HOMO energy (eV): -10.31
Lowest unoccupied orbital energy (hartree): 0.0199
2S+1: 1
Frontier orbital gap (eV): 10.8